[1]
ORCA calculation (the ωB97M-V functional and the def2-TZVPD basis) on C14H23N2PReS as an isolated structure.

Geometry as XYZ:
```
42
Properties=species:S:1:pos:R:3:mulliken_spin:R:1
C 1.813 -1.118 -3.164 0.011
C 2.535 -0.808 -2.019 0.004
C 1.902 -0.767 -0.759 -0.014
C 0.532 -1.107 -0.635 0.036
C -0.185 -1.375 -1.828 -0.037
C 0.454 -1.404 -3.082 0.001
C 2.703 -0.302 0.413 0.028
C 1.891 0.557 1.413 -0.008
N 2.053 1.967 1.145 0.115
Re -0.644 -1.041 1.223 2.506
C -1.665 -1.503 -1.713 0.104
P -2.146 -0.311 -0.206 0.015
H 3.595 -0.549 -2.076 0.000
H -0.147 -1.602 -3.970 0.003
H 2.313 -1.143 -4.138 0.000
H -2.019 -2.500 -1.404 0.012
H -2.214 -1.235 -2.626 0.012
H 3.074 -1.162 1.001 -0.002
H 3.612 0.233 0.071 -0.006
H 0.723 0.233 1.408 -0.017
C -3.933 -0.506 -0.128 0.029
C -2.009 1.274 -1.145 0.054
H 2.320 0.429 2.419 0.000
C 1.427 2.475 -0.051 -0.006
C 1.840 2.827 2.298 -0.005
H -1.731 -1.551 2.508 -0.055
H 1.663 3.543 -0.188 0.000
H 1.741 1.919 -0.940 0.001
H 0.325 2.409 0.029 0.011
H 2.081 3.875 2.070 0.001
H 0.784 2.788 2.621 0.005
H 2.466 2.492 3.135 0.002
H -2.667 1.378 -2.024 0.001
H -2.253 2.101 -0.467 -0.003
H -0.992 1.464 -1.517 0.000
H -4.482 -0.353 -1.068 0.003
H -4.187 -1.502 0.247 0.002
H -4.308 0.225 0.595 -0.003
H -1.232 -0.131 2.555 -0.042
S -2.163 -4.316 4.378 0.265
C -1.637 -3.314 3.285 -0.017
N -1.231 -2.587 2.332 -0.006
```

## Properties
HOMO-LUMO gap (spin up / spin down) ... 5.63 / 5.26 eV
Multiplicity ... 4
Net charge ... +2
Highest occupied orbital energy (spin up / spin down) ... -14.587 / -14.892 eV
Expectation value of S² ... 3.793


[2]
ORCA calculation (the ωB97M-V functional and the def2-TZVPD basis) on a 8-piece molecular cluster, C17H30B2Cl21FN3O4S overall.

Geometry as XYZ:
```
79
Properties=species:S:1:pos:R:3:mulliken_charge:R:1
C -2.607 -0.678 1.500 -1.486
C -2.734 0.455 0.506 -0.670
C -1.624 1.482 0.530 -0.121
F -2.163 2.763 0.587 -0.447
C -0.661 1.529 -0.647 0.221
B -1.407 2.243 -1.893 1.247
N -2.855 2.107 -2.049 -0.294
O -0.654 2.910 -2.767 -0.689
C 0.678 2.152 -0.238 -1.692
B 0.749 3.747 0.079 0.648
O 0.498 4.618 -0.910 -0.555
N 1.156 4.211 1.384 0.244
C 0.126 4.077 2.426 -0.800
C 2.468 3.669 1.754 -0.721
N 1.503 1.718 -1.365 0.744
C 1.081 0.703 -1.967 -2.278
C -0.165 0.206 -1.274 2.265
S -1.114 -0.516 -2.651 -0.218
C 0.355 -0.929 -0.350 -1.481
O 0.321 -0.507 0.983 -0.117
O 1.327 -1.282 1.636 -0.185
H -3.590 -1.056 1.706 0.538
H -2.060 -1.504 1.100 0.212
H -2.181 -0.355 2.430 0.301
H -2.908 0.085 -0.477 0.183
H -3.623 0.998 0.747 0.375
H -1.046 1.324 1.421 0.835
H -3.266 2.996 -2.319 0.202
H -3.044 1.477 -2.819 -0.167
H -1.218 3.302 -3.448 0.315
H 1.129 1.701 0.627 0.700
H -0.323 5.116 -0.801 0.330
H 0.583 3.943 3.381 0.355
H -0.571 3.268 2.269 0.291
H -0.452 4.978 2.491 0.276
H 3.199 4.453 1.735 0.347
H 2.828 2.918 1.064 0.473
H 2.476 3.253 2.744 -0.104
H 2.364 2.164 -1.671 0.397
H 1.543 0.235 -2.804 0.509
H -2.174 -1.018 -2.041 0.162
H 1.375 -1.153 -0.596 -0.114
H -0.194 -1.841 -0.519 0.675
H 0.872 -1.530 2.456 0.195
C 3.187 -3.747 0.421 1.247
Cl 2.388 -5.182 1.054 -0.128
Cl 4.849 -3.667 0.989 -0.085
Cl 3.122 -3.666 -1.346 -0.129
H 2.662 -2.881 0.800 -0.897
C 5.187 0.353 -1.571 -0.161
Cl 3.806 -0.127 -0.574 0.109
Cl 5.192 -0.541 -3.081 -0.095
Cl 5.121 2.096 -1.865 -0.126
H 6.094 0.126 -1.029 0.399
C 4.289 -4.678 4.422 0.076
Cl 2.892 -3.612 4.206 -0.071
Cl 5.801 -3.775 4.315 -0.104
Cl 4.178 -5.527 5.956 -0.119
H 4.277 -5.409 3.626 0.210
C -7.097 2.407 -1.583 -0.040
Cl -6.651 1.717 -3.152 -0.124
Cl -5.667 2.593 -0.571 -0.053
Cl -7.933 3.939 -1.791 -0.110
H -7.771 1.717 -1.096 0.298
C -5.121 -1.627 -4.065 0.182
Cl -5.500 -2.665 -5.422 -0.114
Cl -4.476 -2.592 -2.735 -0.097
Cl -4.001 -0.344 -4.563 -0.122
H -6.033 -1.155 -3.727 0.180
C 4.559 0.442 4.496 -0.147
Cl 3.760 -0.168 5.939 -0.118
Cl 4.570 -0.781 3.226 -0.005
Cl 3.784 1.926 3.929 -0.147
H 5.583 0.675 4.748 0.391
C -1.708 -6.821 -2.354 0.078
Cl -1.525 -7.917 -3.715 -0.115
Cl -2.712 -5.437 -2.792 -0.066
Cl -2.370 -7.655 -0.951 -0.118
H -0.732 -6.448 -2.090 0.217
```

## Properties
HOMO-LUMO gap ... 7.80 eV
Net charge ... +1
Highest occupied orbital energy ... -11.168 eV


[3]
ORCA calculation (the ωB97M-V functional and the def2-TZVPD basis) on C15H40FO5Zn as an isolated structure.

Geometry as XYZ:
```
62
Properties=species:S:1:pos:R:3:nbo_charge:R:1
Zn -2.166 -24.247 -7.608 1.375
F -0.360 -24.417 -5.170 -0.530
C -5.344 -29.014 -5.989 -0.661
C -4.512 -27.812 -5.314 0.096
C -3.389 -28.140 -4.321 -0.624
O -3.802 -27.188 -6.386 -0.736
H -5.904 -29.672 -5.324 0.243
H -4.642 -29.646 -6.534 0.220
H -6.140 -28.649 -6.637 0.215
H -5.071 -27.117 -4.687 0.175
H -3.794 -28.601 -3.420 0.221
H -2.942 -27.219 -3.946 0.218
H -2.604 -28.753 -4.763 0.215
H -4.286 -27.428 -7.179 0.473
C -4.349 -20.038 -5.102 -0.614
C -3.730 -21.310 -4.619 0.074
C -4.324 -21.874 -3.329 -0.641
O -4.012 -22.210 -5.695 -0.750
H -3.897 -19.716 -6.039 0.216
H -4.327 -19.230 -4.370 0.227
H -5.401 -20.217 -5.324 0.193
H -2.695 -20.978 -4.528 0.200
H -5.413 -21.853 -3.362 0.205
H -3.950 -21.371 -2.437 0.240
H -4.115 -22.942 -3.395 0.220
H -4.948 -22.404 -5.607 0.477
C 3.184 -22.215 -3.229 -0.644
C 2.733 -20.872 -3.760 0.095
C 3.815 -19.771 -3.952 -0.625
O 2.224 -21.151 -5.066 -0.715
H 2.268 -22.698 -2.890 0.200
H 3.944 -22.218 -2.448 0.222
H 3.601 -22.848 -4.013 0.218
H 1.951 -20.476 -3.112 0.151
H 4.527 -20.187 -4.664 0.211
H 4.397 -19.634 -3.041 0.212
H 3.416 -18.845 -4.367 0.220
H 1.572 -21.820 -4.844 0.456
C 3.013 -26.175 -9.955 -0.660
C 1.548 -26.635 -10.112 0.094
C 1.350 -28.168 -9.968 -0.630
O 0.718 -26.172 -9.022 -0.746
H 3.209 -25.106 -10.048 0.226
H 3.651 -26.694 -10.670 0.229
H 3.517 -26.451 -9.029 0.227
H 1.004 -26.335 -11.008 0.186
H 0.302 -28.414 -10.134 0.212
H 1.422 -28.484 -8.927 0.209
H 2.043 -28.795 -10.531 0.223
H 1.171 -26.486 -8.236 0.478
C 3.294 -29.869 -5.130 -0.631
C 2.784 -28.528 -4.589 0.095
C 3.796 -27.887 -3.638 -0.632
O 2.618 -27.629 -5.604 -0.728
H 4.279 -29.813 -5.593 0.213
H 2.732 -30.206 -6.001 0.212
H 3.234 -30.639 -4.360 0.218
H 1.779 -28.702 -4.204 0.152
H 4.032 -28.627 -2.874 0.209
H 3.346 -27.045 -3.112 0.204
H 4.738 -27.678 -4.145 0.222
H 2.169 -26.884 -5.198 0.465
```

## Properties
HOMO-LUMO gap ... 2.46 eV
Net charge ... +1
Highest occupied orbital energy ... -11.873 eV


[4]
ORCA calculation (the ωB97M-V functional and the def2-TZVPD basis) on C6H14N2 as an isolated structure.

Geometry as XYZ:
```
22
Properties=species:S:1:pos:R:3:nbo_charge:R:1
C -0.427 0.030 -0.713 -0.123
C 0.788 0.565 -0.143 -0.039
C -0.265 -0.406 -2.168 -0.599
C -1.675 0.887 -0.512 -0.624
C 1.384 -0.841 2.113 -0.669
N 0.839 1.883 0.375 -0.794
C -0.896 -1.528 0.101 -0.005
N -0.390 -2.030 1.069 -0.396
H 1.683 2.060 0.904 0.373
H 0.039 2.129 0.943 0.372
H -1.741 -1.883 -0.492 0.191
H 1.049 -0.301 0.975 0.201
H 1.695 0.334 -0.699 0.207
H -1.164 -0.920 -2.519 0.205
H 0.582 -1.085 -2.281 0.219
H -0.102 0.456 -2.817 0.212
H -1.894 1.029 0.549 0.213
H -1.559 1.866 -0.981 0.218
H -2.544 0.406 -0.964 0.217
H 2.103 -0.033 2.293 0.171
H 1.880 -1.802 2.094 0.226
H 0.616 -0.815 2.874 0.223
```

## Properties
HOMO-LUMO gap (spin up / spin down) ... 7.58 / 7.26 eV
Highest occupied orbital energy (spin up / spin down) ... -7.399 / -7.144 eV


[5]
ORCA calculation (the ωB97M-V functional and the def2-TZVPD basis) on C38H34BiGeN4O2 as an isolated structure.

Geometry as XYZ:
```
80
Properties=species:S:1:pos:R:3:nbo_charge:R:1
Bi -1.603 0.741 0.837 1.580
O -0.246 3.467 -2.714 -0.702
C 0.090 2.611 -3.697 0.422
C 0.741 3.140 -4.814 -0.316
C 1.155 2.315 -5.840 -0.190
C 0.923 0.944 -5.777 -0.279
C 0.268 0.422 -4.677 -0.136
C -0.160 1.231 -3.626 -0.224
C -0.834 0.625 -2.435 0.595
O -1.109 1.424 -1.451 -0.829
N -1.119 -0.641 -2.532 -0.451
N -1.665 -1.163 -1.377 -0.261
C -2.565 -2.038 -1.593 0.022
C -3.258 -2.720 -0.487 0.227
C -2.695 -2.809 0.785 -0.260
C -3.419 -3.422 1.788 -0.168
C -4.672 -3.938 1.490 -0.273
C -5.134 -3.827 0.189 0.027
N -4.452 -3.240 -0.789 -0.443
H -0.643 2.911 -1.998 0.518
H 0.919 4.208 -4.839 0.214
H 1.664 2.742 -6.697 0.200
H 1.253 0.293 -6.576 0.203
H 0.077 -0.640 -4.598 0.235
H -2.890 -2.271 -2.606 0.184
H -1.702 -2.418 0.958 0.248
H -3.001 -3.504 2.784 0.218
H -5.276 -4.428 2.243 0.210
H -6.103 -4.232 -0.085 0.183
C -4.323 2.206 -0.287 -0.650
C -3.604 3.117 0.658 0.108
C -3.986 4.363 1.083 -0.319
C -2.964 4.836 1.952 -0.333
C -2.000 3.862 2.015 0.129
C -0.720 3.891 2.781 -0.636
N -2.384 2.797 1.225 -0.667
H -5.211 2.713 -0.664 0.218
H -4.655 1.278 0.191 0.207
H -3.704 1.931 -1.146 0.228
H -4.889 4.876 0.790 0.199
H -2.927 5.785 2.465 0.200
H -0.674 4.811 3.365 0.211
H 0.149 3.870 2.119 0.212
H -0.631 3.046 3.467 0.214
C 0.287 0.837 1.682 -1.581
Ge 1.590 -0.433 1.156 1.609
C 3.170 -0.347 2.339 -0.429
C 3.018 -0.382 3.726 -0.197
C 4.115 -0.318 4.573 -0.223
C 5.395 -0.211 4.045 -0.224
C 5.565 -0.165 2.670 -0.241
C 4.461 -0.231 1.827 -0.144
C 2.329 -0.146 -0.640 -0.459
C 2.258 1.148 -1.154 -0.208
C 2.881 1.480 -2.351 -0.202
C 3.565 0.512 -3.069 -0.216
C 3.643 -0.783 -2.574 -0.244
C 3.043 -1.103 -1.363 -0.159
C 0.835 -2.243 1.391 -0.445
C 0.335 -2.548 2.661 -0.210
C -0.132 -3.818 2.968 -0.234
C -0.144 -4.807 1.993 -0.220
C 0.316 -4.514 0.718 -0.236
C 0.811 -3.249 0.426 -0.154
H 0.647 1.774 2.087 0.229
H 2.024 -0.448 4.154 0.209
H 3.972 -0.346 5.647 0.202
H 6.254 -0.158 4.703 0.201
H 6.560 -0.074 2.249 0.202
H 4.610 -0.187 0.754 0.208
H 1.696 1.901 -0.613 0.228
H 2.808 2.491 -2.732 0.216
H 4.025 0.764 -4.017 0.207
H 4.179 -1.545 -3.130 0.201
H 3.156 -2.109 -0.974 0.194
H 0.301 -1.768 3.415 0.219
H -0.497 -4.034 3.966 0.205
H -0.523 -5.796 2.222 0.206
H 0.286 -5.273 -0.055 0.208
H 1.143 -3.035 -0.583 0.210
```

## Properties
HOMO-LUMO gap ... 7.20 eV
Net charge ... -1
Highest occupied orbital energy ... -4.641 eV


[6]
ORCA calculation (the ωB97M-V functional and the def2-TZVPD basis) on C15H56Ba2O15 as an isolated structure.

Geometry as XYZ:
```
88
Properties=species:S:1:pos:R:3:mulliken_charge:R:1
Ba -4.333 2.570 0.373 1.576
Ba -5.185 -3.818 1.927 1.233
O -0.185 1.657 -0.441 -0.666
C 0.638 0.786 0.339 -0.182
C 0.068 -0.573 1.004 -0.214
O -1.250 -0.530 1.601 -0.633
H 1.020 1.404 1.151 0.184
H 1.521 0.403 -0.171 0.231
H 0.810 -0.920 1.723 0.250
H -0.002 -1.359 0.252 0.220
C 6.286 -0.337 1.947 -0.482
O 7.521 0.067 2.444 -0.505
H 5.609 -0.358 2.801 0.219
H 5.977 0.153 1.024 0.241
H 6.363 -1.389 1.672 0.225
H 7.538 1.005 2.650 0.303
C -3.513 -3.201 -3.570 -0.489
O -4.737 -3.356 -2.818 -0.487
H -2.707 -2.754 -2.988 0.225
H -3.148 -4.165 -3.923 0.239
H -3.706 -2.562 -4.432 0.259
H -5.027 -2.518 -2.450 0.262
C 0.880 3.873 -5.942 -0.507
O -0.296 3.222 -5.381 -0.488
H 1.649 3.124 -6.131 0.231
H 0.676 4.306 -6.921 0.238
H 1.233 4.667 -5.285 0.230
H -0.018 3.053 -4.478 0.300
C -3.021 7.191 -2.641 -0.478
O -4.101 6.719 -1.855 -0.522
H -2.799 8.236 -2.424 0.269
H -2.132 6.686 -2.263 0.174
H -3.232 7.099 -3.707 0.254
H -4.882 7.155 -2.204 0.308
C -2.114 -0.137 7.339 -0.501
O -1.366 -0.893 6.456 -0.470
H -1.487 0.031 8.215 0.215
H -2.360 0.780 6.805 0.247
H -3.026 -0.668 7.614 0.209
H -1.597 -0.594 5.574 0.304
C -1.041 5.504 3.795 -0.502
O -2.383 5.687 3.244 -0.540
H -0.786 4.456 3.959 0.200
H -0.242 5.937 3.194 0.261
H -1.084 6.020 4.754 0.271
H -2.482 6.623 3.057 0.313
C 2.859 1.747 6.164 -0.413
O 2.719 0.471 6.787 -0.490
H 2.020 2.324 6.553 0.233
H 3.811 2.196 6.450 0.227
H 2.733 1.605 5.091 0.159
H 1.879 0.123 6.478 0.285
C -5.433 2.430 -5.561 -0.549
O -4.850 2.223 -4.292 -0.504
H -5.027 1.526 -6.015 0.242
H -6.522 2.469 -5.540 0.233
H -5.057 3.264 -6.153 0.256
H -3.914 2.433 -4.325 0.317
C 3.914 -1.377 -4.793 -0.457
O 4.181 -2.726 -5.071 -0.495
H 3.262 -1.346 -3.920 0.181
H 4.816 -0.803 -4.581 0.275
H 3.450 -0.948 -5.681 0.186
H 4.968 -2.904 -4.551 0.310
C 2.692 -6.083 -1.450 -0.549
O 2.032 -7.082 -0.687 -0.492
H 3.459 -5.555 -0.882 0.259
H 3.253 -6.457 -2.307 0.284
H 2.013 -5.343 -1.873 0.209
H 2.718 -7.560 -0.214 0.293
C 3.881 5.378 -1.664 -0.501
O 2.558 5.928 -1.419 -0.488
H 3.943 4.640 -2.464 0.237
H 4.527 6.197 -1.979 0.241
H 4.199 4.949 -0.714 0.231
H 1.931 5.204 -1.353 0.281
C -0.541 -6.360 4.586 -0.511
O -1.577 -5.365 4.462 -0.516
H -0.892 -7.257 4.076 0.201
H 0.328 -5.982 4.047 0.255
H -0.222 -6.491 5.620 0.260
H -1.218 -4.543 4.806 0.303
C -2.972 -8.515 -0.440 -0.501
O -2.583 -7.131 -0.102 -0.546
H -3.060 -8.511 -1.526 0.256
H -2.236 -9.263 -0.146 0.250
H -3.940 -8.766 -0.008 0.214
H -1.649 -7.017 -0.296 0.311
```

## Properties
HOMO-LUMO gap ... 2.59 eV
Net charge ... +2
Highest occupied orbital energy ... -10.212 eV


[7]
ORCA calculation (the ωB97M-V functional and the def2-TZVPD basis) on C29H31ClN4OPS2V as an isolated structure.

Geometry as XYZ:
```
70
Properties=species:S:1:pos:R:3:mulliken_spin:R:1
V 0.134 0.484 0.384 1.091
Cl 2.756 -4.864 4.379 0.000
C 1.894 -3.587 3.589 0.004
C 0.601 -3.280 4.004 -0.004
C -0.076 -2.252 3.391 0.008
C 0.500 -1.475 2.367 0.004
O -0.197 -0.497 1.869 0.011
C 1.836 -1.808 1.961 0.018
C 2.522 -1.030 0.989 0.024
N 1.943 -0.008 0.425 -0.060
C 2.580 0.891 -0.386 -0.039
C 3.680 0.682 -1.217 0.028
C 4.182 1.749 -1.946 -0.005
C 3.658 3.025 -1.821 0.014
C 2.555 3.273 -0.987 -0.010
C 1.966 4.536 -0.760 0.010
C 0.912 4.627 0.137 -0.016
C 0.412 3.493 0.754 0.014
N 0.897 2.267 0.512 -0.025
C 1.983 2.172 -0.302 0.002
C 2.499 -2.879 2.583 -0.010
H 0.140 -3.842 4.802 0.000
H -1.085 -2.004 3.693 -0.001
H 3.586 -1.208 0.843 -0.001
H 4.088 -0.312 -1.318 -0.001
H 5.014 1.582 -2.615 0.000
H 4.087 3.849 -2.373 0.000
H 2.350 5.408 -1.266 -0.001
H 0.477 5.590 0.363 -0.001
H -0.388 3.546 1.483 -0.002
H 3.493 -3.140 2.258 0.000
S -0.197 -1.076 -1.281 -0.031
C 0.570 -2.600 -0.836 0.004
S 2.224 -2.783 -1.085 0.001
C -0.244 -3.618 -0.370 0.005
C -1.630 -3.504 -0.274 0.001
N -2.782 -3.477 -0.203 0.001
C 0.261 -4.864 0.024 -0.002
N 0.624 -5.905 0.356 0.001
C -3.028 4.157 0.078 0.001
C -3.401 2.703 0.365 0.012
C -3.582 2.500 1.870 -0.002
P -2.218 1.375 -0.296 -0.059
C -2.236 1.914 -2.109 -0.002
C -0.989 2.766 -2.342 0.010
C -2.258 0.798 -3.147 -0.005
C -3.351 -0.116 -0.265 0.014
C -4.775 0.065 -0.790 0.001
C -3.356 -0.748 1.130 -0.013
H -3.839 4.798 0.425 0.000
H -2.895 4.343 -0.985 0.001
H -2.120 4.451 0.597 0.000
H -4.350 2.514 -0.150 -0.001
H -2.634 2.228 2.338 -0.003
H -4.298 1.709 2.070 0.001
H -3.954 3.412 2.338 0.000
H -3.133 2.532 -2.246 -0.002
H -0.104 2.132 -2.250 0.002
H -0.904 3.578 -1.625 -0.001
H -0.992 3.194 -3.343 0.000
H -1.361 0.188 -3.070 0.001
H -2.286 1.241 -4.145 0.000
H -3.122 0.149 -3.042 0.001
H -2.822 -0.816 -0.926 0.003
H -5.397 0.603 -0.077 0.000
H -5.218 -0.918 -0.942 0.000
H -4.801 0.593 -1.740 0.000
H -4.077 -0.282 1.798 0.001
H -2.362 -0.666 1.576 0.007
H -3.607 -1.804 1.041 0.002
```

## Properties
HOMO-LUMO gap (spin up / spin down) ... 4.99 / 4.29 eV
Multiplicity ... 2
Net charge ... -1
Highest occupied orbital energy (spin up / spin down) ... -3.402 / -2.939 eV
Expectation value of S² ... 0.947